175
Properties=species:S:1:pos:R:3:forces:R:3:lowdin_charge:R:1 method="wB97M-V/def2-TZVPD" s_squared=6.021 homo_lumo_gap_ev="2.3 / 1.9" homo_energy_ha="0.0234 / 0.0238" charge=-2 lumo_ev="2.975 / 2.586" energy_ha=-6335.1543 multiplicity=5
C -0.29760 0.41232 4.80842 -0.3 -0.6 1.3 -0.056
C -0.18192 0.20337 3.34321 0.2 0.7 -1.4 -0.302
C -0.48755 1.51874 2.55948 0.0 -0.4 -0.5 -0.147
O -0.49497 1.37799 1.11388 0.5 0.3 0.5 -0.206
C -0.75531 2.62226 0.45190 -0.5 -0.8 0.3 -0.101
N 1.18349 -0.32729 3.03569 -1.5 1.8 -1.1 0.241
H 1.30094 -1.22080 3.49169 0.5 -2.2 1.2 0.040
H 1.20672 -0.57228 2.05613 0.7 -0.5 -0.8 0.112
H 1.93636 0.30847 3.25727 0.4 0.3 0.3 0.135
H -0.21639 -0.55595 5.30233 0.1 -0.2 -0.2 0.047
H -1.28854 0.76966 5.08853 0.1 0.4 0.0 0.092
H 0.51640 0.97406 5.26663 -0.1 0.5 -0.3 0.077
H -0.86705 -0.57782 3.01388 -0.1 0.0 -0.1 0.142
H 0.22789 2.27346 2.88604 0.4 0.2 -0.2 0.127
H -1.46921 1.90585 2.83257 -0.3 -0.2 0.4 0.113
H -0.68422 2.52897 -0.63177 0.7 -0.4 0.0 0.079
H -0.12153 3.42406 0.83076 0.0 0.1 -0.1 0.081
H -1.81232 2.86546 0.56015 -0.2 0.4 0.6 0.065
C 2.88558 -4.94299 7.03307 0.1 -0.6 0.4 -0.041
C 3.86367 -3.80882 7.00408 0.1 1.7 -1.7 -0.274
C 5.29961 -4.26392 7.16616 1.0 0.5 0.4 -0.188
O 6.16426 -3.16791 6.82490 -1.0 0.2 0.0 -0.184
C 7.46950 -3.55039 6.52484 0.1 -0.9 0.3 -0.118
N 3.69364 -3.00442 5.66890 1.0 -0.1 3.0 0.208
H 4.37253 -2.26784 5.53977 0.3 0.3 0.5 0.134
H 3.77823 -3.56197 4.83100 -0.1 -2.0 -3.0 0.032
H 2.78096 -2.59199 5.53854 -1.1 0.1 -0.1 0.086
H 3.15963 -5.60891 7.85133 0.0 0.0 0.4 0.077
H 2.99963 -5.57803 6.15454 -0.4 0.4 -0.4 0.101
H 1.86645 -4.60245 7.21620 0.0 -0.1 -0.4 0.070
H 3.67636 -3.03949 7.75317 -0.1 -0.2 0.2 0.145
H 5.56125 -5.23597 6.74809 -0.1 0.2 -1.5 0.130
H 5.52778 -4.54691 8.19375 -0.5 0.5 0.8 0.120
H 8.20264 -2.74643 6.59002 -0.5 0.4 -0.1 0.087
H 7.48922 -4.01224 5.53772 0.3 -0.1 -0.1 0.098
H 7.74735 -4.26547 7.29915 0.6 -0.4 -0.1 0.076
P 2.06616 -3.50186 2.93430 2.9 -4.7 -7.8 -0.095
O 1.37372 -2.81537 4.11200 -1.0 1.6 1.4 -0.433
O 1.45971 -4.72399 2.16606 -3.5 -0.4 2.4 -0.471
O 3.44908 -4.11136 3.20335 2.3 0.3 4.7 -0.455
O 2.43245 -2.73906 1.62416 -1.4 4.7 1.0 -0.451
Cl 3.60097 1.50905 5.71918 1.2 -0.8 0.0 0.560
O 4.94804 1.55129 5.33850 3.1 -1.3 -0.4 -0.357
O 2.94243 2.10209 4.61649 -2.9 0.7 -1.4 -0.381
O 3.11928 0.16245 5.96694 -0.2 0.1 -0.3 -0.386
O 3.50518 2.27275 6.89535 -1.4 1.2 2.0 -0.354
C -7.97430 -2.02165 -0.63831 -0.9 -1.1 -0.2 -0.060
C -7.21043 -0.71652 -0.59576 0.2 -0.8 -0.4 -0.462
C -8.06711 0.20499 0.27717 -0.7 -1.0 0.2 -0.189
C -7.35698 1.36503 0.74941 2.0 2.0 0.4 -0.223
C -6.07155 0.92988 1.45516 -1.1 0.0 0.3 -0.151
C -5.07186 0.15395 0.60299 0.5 1.5 1.7 -0.471
N -5.84150 -0.97795 0.02134 2.9 -2.2 -2.4 -0.023
O -5.03830 -2.00168 -0.57428 -3.3 3.9 2.0 -0.017
C -4.42595 1.17857 -0.35135 0.2 -1.4 -1.0 -0.022
C -3.94015 -0.27911 1.60875 -0.3 -1.3 -0.8 -0.020
C -7.19485 -0.10972 -2.01047 0.7 0.9 -0.8 -0.034
H -8.98899 -1.82138 -0.98241 -0.1 0.4 -0.1 0.079
H -8.14898 -2.47729 0.33636 0.5 0.1 0.2 0.089
H -7.65219 -2.81133 -1.31710 0.7 0.3 0.1 0.086
H -8.95443 0.53066 -0.26570 -0.2 -0.5 -0.2 0.130
H -8.36340 -0.32369 1.18316 -0.3 -0.4 -0.1 0.128
H -7.92672 2.02887 1.39964 -0.3 -0.3 0.3 0.117
H -7.07562 2.04716 -0.05286 0.1 0.0 -0.4 0.105
H -6.31175 0.19704 2.22546 -0.3 0.4 0.6 0.122
H -5.69031 1.86178 1.87268 0.7 -0.4 0.3 0.124
H -3.57395 0.65685 -0.78721 0.2 0.2 -0.3 0.084
H -5.08656 1.47322 -1.16676 0.0 0.1 0.0 0.060
H -4.05423 2.06792 0.15756 -0.2 -0.2 0.2 0.078
H -3.27523 -1.00960 1.14791 0.3 0.3 -0.4 0.072
H -3.35775 0.56971 1.96710 -0.1 0.1 -0.3 0.075
H -4.25507 -0.86154 2.47460 -0.7 0.3 0.1 0.053
H -7.15543 0.97940 -2.02947 -0.3 0.3 0.6 0.064
H -8.08531 -0.36322 -2.58574 -0.1 -0.3 0.2 0.082
H -6.34213 -0.28281 -2.66698 0.2 -1.0 0.3 0.085
C 0.13663 0.91918 -6.20139 0.3 0.9 0.4 -0.025
C -0.97531 2.01868 -6.04180 -0.6 -0.5 -0.8 -0.454
C -2.03321 1.44034 -5.07564 1.4 0.0 -0.1 -0.161
C -3.04263 2.42031 -4.53029 0.7 0.3 0.1 -0.147
C -2.33432 3.70832 -3.94957 -2.3 -2.3 -0.1 -0.142
C -1.39223 4.36104 -4.91050 0.5 -0.1 0.2 -0.477
N -0.44297 3.30793 -5.47835 4.0 1.8 -2.5 0.004
O 0.80783 3.80650 -6.11641 -5.5 -1.9 2.6 -0.063
C -2.18282 5.10028 -6.03046 0.5 0.3 0.3 -0.026
C -0.66215 5.37103 -4.00126 0.8 0.8 -0.8 -0.039
C -1.64013 2.19730 -7.44880 1.0 0.8 -0.7 -0.039
H -0.25115 -0.09371 -6.30991 -0.5 0.2 -0.1 0.081
H 0.76011 0.88096 -5.30812 0.0 0.2 0.1 0.075
H 0.81233 1.10185 -7.03694 -0.2 0.2 0.0 0.075
H -2.47416 0.60166 -5.61441 -0.3 0.0 0.1 0.118
H -1.41534 1.01012 -4.28745 -0.3 -0.1 0.5 0.105
H -3.63006 1.87742 -3.78982 -0.1 0.3 0.3 0.100
H -3.74287 2.68910 -5.32119 0.0 0.2 -0.1 0.099
H -1.88382 3.49004 -2.98132 0.3 -0.2 -0.2 0.114
H -3.16870 4.37228 -3.72361 0.2 0.5 0.0 0.118
H -1.46675 5.41169 -6.79096 -0.2 0.0 -0.1 0.087
H -3.02800 4.57948 -6.48049 0.4 -0.5 0.0 0.062
H -2.66230 5.98581 -5.61326 0.3 0.2 0.2 0.080
H -1.34964 6.00971 -3.44670 -0.6 -0.1 -0.3 0.085
H -0.01674 4.97978 -3.21483 0.1 -0.7 -0.5 0.067
H -0.07304 6.05095 -4.61670 0.3 0.0 0.0 0.080
H -0.87027 2.56556 -8.12689 0.4 -0.1 -0.1 0.075
H -2.41030 2.94960 -7.61905 -0.3 -0.1 0.8 0.055
H -1.99362 1.27258 -7.90491 0.0 -0.3 0.5 0.082
C 3.29350 2.73594 -0.22455 -0.4 -0.6 -0.6 -0.013
C 3.34968 3.89381 -1.20627 -0.5 1.1 1.0 -0.451
C 4.67615 4.68118 -0.86481 -1.2 1.1 -0.3 -0.148
C 5.89441 3.98317 -1.29311 1.1 -1.2 -0.6 -0.223
C 5.83341 3.74725 -2.74770 -1.1 -0.5 -2.3 -0.173
C 4.58211 2.91982 -3.24947 0.7 -1.0 -0.2 -0.427
N 3.28889 3.44349 -2.66048 -2.6 -3.0 1.0 -0.014
O 2.08364 2.66557 -2.91670 4.8 2.9 0.7 -0.043
C 4.45799 3.04585 -4.75734 -1.1 -0.3 -0.6 -0.068
C 4.91474 1.34315 -2.98477 -0.3 1.7 0.2 0.000
C 2.13496 4.83345 -0.96624 0.2 0.4 -0.3 -0.043
H 3.93556 1.95577 -0.63345 -0.2 -0.3 0.5 0.079
H 2.26142 2.39288 -0.15229 0.1 -0.4 -0.2 0.072
H 3.59825 3.00182 0.78764 0.2 0.2 -0.2 0.101
H 4.63688 5.64181 -1.37837 0.0 0.2 -0.4 0.112
H 4.74861 5.00653 0.17298 -0.6 -0.6 0.3 0.125
H 5.99271 2.96103 -0.92752 -0.1 0.1 0.9 0.114
H 6.85617 4.47165 -1.13659 -0.2 0.3 0.7 0.122
H 6.72559 3.19142 -3.03607 -0.1 -0.3 -0.3 0.118
H 5.85268 4.63796 -3.37568 0.0 0.5 0.3 0.115
H 3.88588 3.87750 -5.16863 0.5 0.9 0.6 0.078
H 5.43611 2.96663 -5.23177 -0.1 -0.2 -0.1 0.084
H 3.75939 2.27719 -5.08784 0.5 -0.6 -0.1 0.075
H 5.37144 0.88236 -3.86065 -0.5 0.2 -0.4 0.074
H 5.72872 1.25825 -2.26481 -0.5 -0.1 0.6 0.068
H 3.99178 0.83524 -2.70498 0.3 -0.2 0.1 0.060
H 1.92590 5.07328 0.07630 0.7 -0.1 0.3 0.082
H 1.16162 4.47323 -1.29936 0.4 -0.5 -0.5 0.047
H 2.34623 5.77313 -1.47661 -0.2 0.2 -0.1 0.074
C -0.50373 -4.87885 -2.31208 -0.3 -0.3 1.2 -0.035
C 0.46920 -3.87814 -2.88614 0.1 -0.4 -0.4 -0.508
C -0.35182 -3.07419 -3.88535 -0.9 0.7 -0.8 -0.160
C -1.19349 -1.97884 -3.28797 0.1 0.7 0.7 -0.196
C -0.26605 -1.08510 -2.49835 -0.5 -0.5 0.3 -0.166
C 0.51535 -1.78178 -1.35910 0.8 -0.1 -1.4 -0.457
N 1.16558 -3.01463 -1.89413 1.8 -2.2 2.3 -0.044
O 2.01915 -3.69536 -0.99573 -2.9 2.3 -3.4 0.036
C 1.63652 -0.74372 -1.09459 -0.2 -0.6 1.1 -0.029
C -0.39183 -2.01898 -0.15341 0.8 0.2 0.7 -0.013
C 1.46724 -4.71230 -3.66492 1.6 -0.7 -0.5 -0.064
H -0.05320 -5.51919 -1.55373 0.3 0.0 -0.1 0.100
H -0.84220 -5.47364 -3.16047 -0.3 -0.2 0.3 0.080
H -1.32916 -4.39258 -1.79217 -0.2 0.0 -0.3 0.076
H 0.23983 -2.58233 -4.65745 0.6 0.0 0.1 0.114
H -1.03744 -3.69322 -4.46400 0.3 -0.7 0.1 0.114
H -2.00863 -2.22461 -2.60736 0.0 -0.9 0.1 0.109
H -1.72063 -1.40259 -4.04835 0.2 0.1 -0.4 0.088
H -0.92651 -0.38779 -1.98293 0.5 0.8 -0.1 0.108
H 0.48854 -0.63681 -3.14467 -0.3 0.4 -0.2 0.107
H 1.05800 0.16007 -0.90333 0.5 0.4 0.5 0.063
H 2.28736 -1.07980 -0.28740 -0.3 0.1 0.6 0.069
H 2.33716 -0.54307 -1.90510 -0.5 -0.3 -0.6 0.065
H 0.18816 -2.46708 0.65337 0.5 -0.3 0.1 0.062
H -0.67735 -1.02577 0.19318 -0.4 0.1 0.1 0.058
H -1.26703 -2.65865 -0.26717 -0.1 0.1 -0.6 0.077
H 1.96773 -5.48835 -3.08583 0.0 0.4 0.7 0.082
H 2.26933 -4.15729 -4.15147 0.0 0.5 0.2 0.080
H 1.08184 -5.33138 -4.47504 -1.0 0.3 -0.1 0.074
Cl -3.28856 -3.31288 3.97144 0.1 -0.5 0.0 0.441
C -1.61129 -3.92711 3.50998 0.3 0.3 -0.2 -0.575
C -1.06426 -4.98988 4.46295 0.7 0.7 0.8 -0.697
Cl -1.73064 -6.59693 4.30123 -0.9 -1.1 -0.6 0.529
H -1.08462 -2.97337 3.47709 0.7 -0.6 0.6 0.022
H -1.60795 -4.22443 2.46131 -0.3 -0.5 0.2 0.070
H -1.22699 -4.81913 5.52712 -0.3 0.9 -0.1 0.033
H 0.00901 -5.17130 4.40555 0.1 0.7 -1.0 0.042
C -1.15364 -1.90665 7.71501 0.3 -0.7 1.1 -1.455
Cl -2.77408 -1.25357 8.09306 0.7 -0.1 -0.3 0.489
Cl -0.89269 -3.42286 8.71296 -0.3 0.6 -0.6 0.442
Cl 0.17150 -0.79438 8.12714 -0.7 -0.2 -0.4 0.546
H -1.10601 -2.22558 6.67380 0.0 0.3 0.1 0.003